Record 1
Below is a structure of composition C20H26CoIN7Sb, with properties calculated with wB97M-V/def2-TZVPD.

```
! RIJCOSX wB97M-V def2-TZVPD def2/J DEFGRID3
* xyz 1 4
Co 1.37 -1.30 -0.74
I 6.69 -4.25 -1.83
C 5.27 -2.80 -1.57
C 5.47 -1.44 -1.47
N 4.26 -0.87 -1.33
N 3.28 -1.79 -1.34
C 3.89 -2.97 -1.49
H 6.37 -0.85 -1.50
H 4.04 0.11 -1.17
H 3.31 -3.88 -1.55
C -0.38 -1.57 2.85
Sb 1.50 -1.59 1.88
C 2.52 -0.08 2.98
C 2.36 -3.32 2.75
H -0.23 -1.65 3.93
H -0.97 -2.40 2.49
H -0.90 -0.64 2.62
H 2.43 -0.29 4.05
H 2.09 0.89 2.76
H 3.57 -0.07 2.71
H 2.27 -3.24 3.83
H 3.41 -3.39 2.47
H 1.83 -4.20 2.40
C 0.37 4.78 0.98
C -0.65 4.44 -0.10
C -1.65 3.40 0.39
C 0.01 4.03 -1.41
N 0.78 2.78 -1.29
C 0.38 1.52 -1.41
N 1.40 0.75 -1.15
N 2.44 1.56 -0.85
N 2.08 2.78 -0.96
H -0.13 5.19 1.86
H 1.10 5.52 0.64
H 0.93 3.89 1.30
H -1.20 5.35 -0.35
H -1.14 2.48 0.70
H -2.38 3.14 -0.38
H -2.19 3.77 1.25
H 0.71 4.78 -1.77
H -0.73 3.85 -2.18
H -0.61 1.19 -1.69
N -8.48 -1.67 -1.26
C -7.33 -1.68 -1.25
C -5.89 -1.68 -1.24
C -5.19 -2.60 -2.03
C -3.81 -2.60 -2.02
C -3.10 -1.68 -1.23
C -3.82 -0.78 -0.45
C -5.20 -0.77 -0.45
C -1.66 -1.68 -1.22
C -0.45 -1.73 -1.24
H -5.73 -3.30 -2.64
H -3.26 -3.30 -2.63
H -3.27 -0.07 0.18
H -5.75 -0.07 0.16
*
```

The HOMO-LUMO gap (spin up / spin down) comes out at 0.3223 / 0.2845 Ha. As for the HOMO energy (spin up / spin down): -0.40300 / -0.40394 Ha. The largest force on an atom comes out at 0.5 eV Å⁻¹. The calculated total energy is -3081.3890 Eh. For the energy above the lowest of the compared OMol25 structures with the same formula, charge and spin, the calculation gives 2.0 kcal/mol. The LUMO energy (spin up / spin down) is -2.195 / -3.251 eV.

---

Record 2
Below is a structure of composition C20H26EuI2N2O2S4 at a distorted geometry, with properties calculated with wB97M-V/def2-TZVPD.

```
! RIJCOSX wB97M-V def2-TZVPD def2/J DEFGRID3
* xyz 1 7
Eu 0.09 -0.12 -0.27
C -0.35 -1.52 3.71
C -1.25 -0.28 3.68
S -2.00 -0.17 2.05
C -2.72 1.49 2.06
C -1.71 2.63 2.07
S -0.81 2.71 0.50
C 0.61 3.72 0.95
C 1.53 3.15 2.02
S 2.16 1.51 1.59
C 2.21 0.73 3.23
C 2.33 -0.78 3.11
S 0.91 -1.65 2.41
H -0.96 -2.41 3.59
H 0.15 -1.60 4.67
H -0.69 0.63 3.89
H -2.03 -0.39 4.43
H -3.37 1.57 2.93
H -3.34 1.52 1.17
H -1.00 2.50 2.88
H -2.22 3.58 2.20
H 0.25 4.70 1.27
H 1.15 3.87 0.02
H 1.02 3.07 2.98
H 2.38 3.82 2.16
H 1.31 1.01 3.77
H 3.07 1.12 3.77
H 2.55 -1.21 4.08
H 3.16 -1.05 2.45
N 1.66 0.49 -4.35
C 1.46 0.14 -3.08
O 0.65 0.79 -2.38
C 2.19 -1.07 -2.54
C 2.25 -1.07 -1.01
H 1.16 1.27 -4.74
H 2.31 -0.02 -4.92
H 3.16 -1.13 -3.04
H 1.61 -1.93 -2.90
H 3.10 -0.44 -0.70
H 2.53 -2.09 -0.70
I -4.60 1.06 -2.31
C -3.68 -0.81 -2.29
C -4.24 -1.87 -3.03
C -3.67 -3.10 -3.02
I -4.55 -4.61 -4.16
C -2.50 -3.34 -2.25
C -1.85 -4.59 -2.13
C -0.74 -4.72 -1.34
C -0.24 -3.60 -0.67
N -0.81 -2.42 -0.75
C -1.94 -2.27 -1.51
C -2.53 -0.96 -1.55
O -1.96 0.01 -0.86
H -5.14 -1.69 -3.61
H -2.24 -5.44 -2.67
H -0.24 -5.68 -1.24
H 0.65 -3.67 -0.05
*
```

The HOMO-LUMO gap (spin up / spin down) comes out at 0.1971 / 0.1941 Ha. As for the HOMO energy (spin up / spin down): -0.27084 / -0.37767 Ha. The largest force on an atom comes out at 4.6 eV Å⁻¹. The calculated total energy is -3935.9157 Eh. For the energy above the lowest of the compared OMol25 structures with the same formula, charge and spin, the calculation gives 94.7 kcal/mol. The LUMO energy (spin up / spin down) is -2.007 / -4.996 eV.

---

Record 3
Below is a structure of composition C20H26FN2O3PPdS2, with properties calculated with wB97M-V/def2-TZVPD.

```
! RIJCOSX wB97M-V def2-TZVPD def2/J DEFGRID3
* xyz 2 1
Pd -0.17 0.26 0.09
C -3.33 1.63 -3.12
N -3.65 1.78 -1.70
C -4.93 2.42 -1.39
C -2.82 1.38 -0.77
O -1.74 0.81 -1.08
C -3.23 1.60 0.68
O -2.17 1.34 1.57
C -2.42 0.35 2.54
C -2.09 -1.04 2.02
O -1.31 -1.19 1.04
N -2.63 -2.08 2.62
C -2.35 -3.45 2.16
C -3.52 -1.95 3.78
H -3.40 2.60 -3.61
H -4.04 0.95 -3.59
H -2.33 1.24 -3.23
H -5.53 2.43 -2.29
H -4.79 3.45 -1.06
H -5.48 1.87 -0.63
H -4.09 0.95 0.88
H -3.55 2.63 0.81
H -3.44 0.41 2.90
H -1.76 0.57 3.39
H -1.80 -3.42 1.23
H -3.30 -3.96 2.00
H -1.78 -3.98 2.92
H -3.13 -1.23 4.50
H -3.56 -2.92 4.27
H -4.52 -1.67 3.48
S 1.90 -0.77 -3.15
P 2.46 0.40 -1.49
S 1.13 1.82 -1.01
C 2.45 -0.74 -0.09
C 1.75 -0.38 1.08
C 1.66 -1.29 2.14
C 2.27 -2.52 2.05
C 2.99 -2.86 0.90
C 3.07 -1.98 -0.18
C 4.06 1.01 -1.93
C 4.66 0.69 -3.16
C 5.91 1.20 -3.45
C 6.56 2.01 -2.53
C 5.97 2.32 -1.32
C 4.72 1.83 -1.01
H 1.53 0.68 1.29
H 1.13 -1.00 3.04
H 2.23 -3.22 2.87
H 3.48 -3.82 0.84
H 3.60 -2.27 -1.07
H 4.16 0.06 -3.89
H 6.38 0.96 -4.40
H 7.54 2.40 -2.77
H 6.49 2.95 -0.61
H 4.25 2.08 -0.07
F 0.53 -1.33 -2.49
*
```

The HOMO-LUMO gap comes out at 0.2803 Ha. As for the HOMO energy: -0.54388 Ha. The largest force on an atom comes out at 0.2 eV Å⁻¹. The calculated total energy is -2477.9163 Eh. For the energy above the lowest of the compared OMol25 structures with the same formula, charge and spin, the calculation gives 0.0 kcal/mol. The LUMO energy is -7.172 eV.

---

Q: What is the calculated total energy in the second record?
A: -3935.9157 Eh

---

Q: Number 3 is which compound?
A: C20H26FN2O3PPdS2

---

Q: Look up the energy above the lowest of the compared OMol25 structures with the same formula, charge and spin of the second one.
A: 94.7 kcal/mol